(1)
C4H8N2O | ωB97M-V/def2-TZVPD

The calculation puts the HOMO energy at -9.08 eV. The value obtained for the maximum force is 0.01761 hartree/bohr. The calculation puts the relative energy (zero: lowest compared OMol25 entry of this formula, charge and spin) at 51.2 kcal/mol. As for the spin multiplicity: 1. The calculation puts the HOMO-LUMO gap at 9.930 eV. Its total charge is 0.

Cartesian coordinates (Å):
O: 0.745 -1.653 0.564
H: -1.010 -1.184 0.581
H: 1.272 1.579 0.527
H: -0.855 0.137 -1.423
N: -0.806 0.941 0.637
H: -2.267 1.203 -0.982
N: 1.691 -0.494 -1.107
H: -2.512 -0.331 1.209
C: 0.676 0.705 0.832
C: -1.463 0.557 -0.622
H: 0.816 0.567 1.911
H: 1.863 -1.406 -1.507
H: 2.355 0.224 -1.346
C: 1.110 -0.569 0.131
C: -1.615 -0.276 0.595

(2)
C4H7N5 | ωB97M-V/def2-TZVPD

The calculation puts the HOMO energy at -9.46 eV. The value obtained for the maximum force is 0.10828 hartree/bohr. The calculation puts the relative energy (zero: lowest compared OMol25 entry of this formula, charge and spin) at 165.6 kcal/mol. As for the spin multiplicity: 1. The calculation puts the HOMO-LUMO gap at 9.030 eV. Its total charge is 0.

Cartesian coordinates (Å):
H: 0.795 -0.244 2.344
C: -0.753 0.991 2.737
N: 0.426 0.617 3.029
C: -0.797 0.394 0.446
N: -1.438 0.672 -0.693
H: 0.310 0.266 0.472
N: 0.420 -0.624 -1.233
C: -0.353 0.313 -1.703
H: -0.282 0.840 -3.043
H: -1.351 1.309 3.593
N: 2.352 -1.934 -2.033
H: 1.200 -1.048 -3.589
H: 2.549 -1.855 -1.058
H: -2.191 1.376 1.283
C: 1.317 -1.144 -2.261
N: -1.406 0.702 1.600

(3)
C9H20NO2 | ωB97M-V/def2-TZVPD

The calculation puts the HOMO energy at -13.88 eV. The value obtained for the maximum force is 0.07652 hartree/bohr. The calculation puts the relative energy (zero: lowest compared OMol25 entry of this formula, charge and spin) at 76.0 kcal/mol. As for the spin multiplicity: 1. The calculation puts the HOMO-LUMO gap at 10.781 eV. Its total charge is +1.

Cartesian coordinates (Å):
H: 3.833 0.829 1.533
H: -1.788 -1.432 -1.217
H: -0.894 -0.969 2.112
H: -0.823 -0.305 -2.032
C: 4.030 0.120 0.753
C: 3.339 0.319 -0.659
H: -2.588 2.712 0.848
H: 3.969 -0.367 -1.256
C: -3.064 2.307 -0.075
H: 2.160 -1.436 -0.066
H: 0.054 -1.717 -1.330
H: 3.827 -0.887 1.017
H: -1.415 -2.166 0.880
O: -1.243 0.755 0.421
C: -2.581 0.775 -0.086
C: -0.615 -1.445 1.125
C: -0.780 -1.009 -1.278
H: 1.132 0.515 1.042
H: 1.820 -0.829 -1.755
H: 3.229 1.286 -1.106
H: -3.491 0.018 1.719
C: 1.970 -0.549 -0.692
H: 5.078 0.153 0.543
N: -0.441 -0.467 0.090
H: -2.598 0.504 -1.116
H: -4.141 2.245 -0.139
O: -3.781 -1.261 0.146
C: -3.429 -0.201 0.684
H: 0.389 -1.956 1.378
H: -2.822 2.966 -0.921
H: 0.666 1.219 -0.552
C: 0.998 0.276 -0.011

(4)
C3H23N3O8 | ωB97M-V/def2-TZVPD

The calculation puts the HOMO energy at -10.09 eV. The value obtained for the maximum force is 0.03411 hartree/bohr. The calculation puts the relative energy (zero: lowest compared OMol25 entry of this formula, charge and spin) at 0.3 kcal/mol. As for the spin multiplicity: 1. The calculation puts the HOMO-LUMO gap at 10.275 eV. Its total charge is 0.

Cartesian coordinates (Å):
H: 1.863 0.752 1.247
H: 3.730 -1.370 -1.481
O: 3.145 -1.497 -0.725
H: -1.896 0.320 -1.925
H: -1.238 -3.391 -1.031
N: -0.828 0.240 -0.094
O: -0.895 3.387 2.164
H: 0.088 4.297 -0.551
H: 1.184 2.045 -1.129
H: 0.514 -1.565 3.814
C: -0.940 -0.017 -1.528
C: 0.110 0.769 -2.331
O: -1.808 0.913 1.800
N: -3.037 -0.396 0.406
H: -0.036 0.697 0.300
H: -0.519 3.312 3.045
H: 2.375 -1.919 -1.131
H: -1.947 -2.388 -1.921
H: -2.918 -1.155 -0.253
H: 2.511 -0.592 0.658
N: 1.373 1.257 -1.754
H: -0.362 1.631 -2.807
H: 0.418 0.177 -3.199
H: -0.847 -1.093 -1.642
H: 1.662 0.532 -1.120
O: 0.951 4.097 -0.158
H: 1.121 -1.158 2.435
H: -3.496 -0.744 1.236
H: 0.667 -2.019 0.438
C: -1.906 0.307 0.732
H: -1.396 2.548 2.040
O: -2.070 -3.242 -1.506
O: 1.761 -0.196 1.138
O: 0.696 -2.946 0.171
H: 0.442 -3.371 0.991
O: 0.942 -1.903 3.025
H: 0.590 3.681 0.645

(5)
C24H31F2N3O3PRuSiTe | ωB97M-V/def2-TZVPD

The calculation puts the HOMO energy at -10.81 eV. The value obtained for the maximum force is 0.00710 hartree/bohr. The calculation puts the relative energy (zero: lowest compared OMol25 entry of this formula, charge and spin) at 139.8 kcal/mol. As for the spin multiplicity: 1. The calculation puts the HOMO-LUMO gap at 6.499 eV. Its total charge is +1.

Cartesian coordinates (Å):
C: 0.367 4.630 -0.611
H: -3.580 3.421 3.774
H: 1.941 -2.804 -4.640
H: -1.150 -2.758 -1.877
O: -2.616 -0.896 1.804
C: 2.260 -2.130 -3.842
H: -1.544 -3.202 2.789
C: -2.083 1.007 -0.846
C: -0.520 -2.175 -2.553
H: 1.697 3.679 0.807
H: 1.632 -4.284 -0.599
C: -3.309 -1.484 -0.416
H: -2.835 1.253 2.777
C: 4.143 0.633 0.591
C: 0.782 2.250 -0.443
H: -1.648 1.821 3.979
Si: 1.302 -2.492 -2.283
C: -1.746 3.504 -0.962
H: -3.568 1.344 -2.257
H: -4.688 -0.889 -1.881
H: -4.305 -2.069 2.055
H: 2.088 -1.106 -4.181
C: -1.330 2.239 -1.121
N: 3.058 0.079 0.049
O: -0.022 2.078 -1.592
C: -2.570 -3.303 2.437
N: 1.806 -1.360 -1.033
C: -2.137 2.049 3.032
O: -1.069 2.070 2.013
C: 5.359 -0.020 0.451
H: 4.924 2.223 1.787
N: -1.476 0.113 0.104
C: -3.190 0.667 -1.505
H: -1.415 -1.944 0.489
Te: 0.914 -0.835 2.310
F: -3.033 3.726 -0.647
P: -0.485 0.791 1.341
H: 3.690 2.710 0.618
H: 6.246 0.411 0.891
C: 1.604 -4.242 -1.690
F: 1.057 5.775 -0.579
C: -0.912 4.669 -1.029
H: -3.218 3.628 2.057
H: -3.743 -2.464 -0.263
H: 4.309 -2.713 -1.352
H: -0.780 -1.118 -2.442
H: 3.216 1.844 2.085
H: -3.091 -4.001 3.093
C: 1.048 3.493 -0.039
H: 3.335 -2.265 -3.710
H: -2.556 -3.747 1.440
C: 4.282 -1.778 -0.812
H: 0.811 -4.914 -2.026
C: -3.299 -1.972 2.471
H: -0.789 -2.464 -3.572
C: -2.161 -1.145 0.482
H: -3.402 -1.621 3.496
H: -1.357 5.615 -1.310
H: -2.061 4.182 3.286
C: 3.085 -1.092 -0.638
C: 3.988 1.929 1.318
C: 5.417 -1.219 -0.251
Ru: 1.016 0.257 -0.137
C: -2.783 3.407 3.030
H: 6.368 -1.726 -0.356
C: -3.822 -0.625 -1.290
H: 2.547 -4.643 -2.067

(6)
CH35NO17 | ωB97M-V/def2-TZVPD

The calculation puts the HOMO energy at -10.74 eV. The value obtained for the maximum force is 0.06626 hartree/bohr. As for the spin multiplicity: 1. The calculation puts the HOMO-LUMO gap at 10.731 eV. Its total charge is 0.

Cartesian coordinates (Å):
O: -3.224 2.438 0.357
O: 1.845 -1.784 4.059
H: -3.033 1.386 1.711
H: -3.427 -1.007 -0.522
O: -1.943 3.526 -2.075
H: -1.021 0.294 3.322
H: -4.110 -1.718 0.680
O: -1.914 -3.302 -1.671
O: 1.892 3.447 0.696
H: -0.192 1.870 -3.056
H: -2.853 1.741 3.218
H: -3.439 3.307 0.006
H: 2.514 3.911 0.128
H: 2.954 -2.681 -1.247
H: 1.045 -1.240 4.156
H: 0.638 -0.665 1.192
H: 2.623 -2.668 0.228
O: 0.999 -2.896 1.733
N: 0.590 -0.192 0.305
H: 3.762 -0.828 -0.340
O: 0.297 2.695 -3.149
O: -3.110 0.635 -1.848
O: -0.161 0.139 3.741
O: 2.714 0.537 2.401
C: -0.532 0.432 -0.008
H: -0.633 -1.720 -3.907
H: 1.216 -2.977 2.689
H: -2.276 0.185 -2.018
H: -2.304 -2.636 -1.088
H: 1.173 3.201 0.104
H: 2.190 -1.761 -3.733
H: 2.492 -1.100 3.849
H: 0.894 2.657 -2.391
H: -2.023 -4.164 -1.260
H: 4.912 -0.120 0.317
H: -3.032 1.518 -2.252
O: -0.298 -1.643 -3.010
H: -1.474 0.239 0.487
O: -2.864 1.004 2.603
H: 2.734 0.314 1.453
H: 0.065 -3.149 1.711
H: -1.237 3.689 -2.738
O: -0.548 1.184 -1.015
H: 1.566 -1.478 -2.442
O: 4.001 0.052 0.056
H: -0.768 -2.299 -2.448
O: -3.262 -1.556 0.260
O: 3.356 -2.502 -0.377
H: 1.504 -0.026 -0.121
H: -1.501 2.931 -1.443
H: 2.910 1.472 2.481
H: -2.639 2.031 -0.293
H: 0.473 0.759 3.360
O: 2.459 -1.482 -2.850

(7)
C41H65Br2CrN5Si | ωB97M-V/def2-TZVPD

The calculation puts the HOMO energy (spin up / spin down) at -10.43 / -10.41 eV. As for the expectation value of S²: 0.7954. The value obtained for the maximum force is 0.05665 hartree/bohr. The calculation puts the relative energy (zero: lowest compared OMol25 entry of this formula, charge and spin) at 52.0 kcal/mol. As for the spin multiplicity: 2. The calculation puts the HOMO-LUMO gap (spin up / spin down) at 7.098 / 7.051 eV. Its total charge is +1.

Cartesian coordinates (Å):
C: 0.184 2.379 0.034
H: 0.615 -4.187 -1.604
C: 0.189 4.143 2.770
C: 0.575 2.662 2.583
H: -1.966 3.885 -3.801
H: -4.313 -2.150 -4.327
H: 4.659 -2.026 -0.939
C: -4.503 -4.788 -3.585
C: 2.467 1.126 -3.738
C: -1.382 -1.103 2.880
C: -1.602 4.622 -1.159
C: 0.541 -1.499 2.128
H: -2.384 -0.764 3.037
H: -4.599 0.637 -1.998
H: -3.954 -4.216 1.975
H: -2.914 0.954 -2.396
C: 0.582 -0.008 -4.699
C: -4.356 2.549 -0.287
C: -3.962 0.356 0.774
H: -1.011 -2.242 4.649
N: 0.502 -2.128 3.291
H: -4.400 -6.379 0.944
H: 0.092 -0.439 -5.561
C: -3.576 0.570 -1.634
H: -4.918 -0.051 0.453
H: -3.726 -6.828 -0.620
N: 1.637 -0.902 0.056
H: -5.860 -2.631 -2.664
H: 1.056 2.952 -0.233
H: -1.607 -7.197 -1.723
C: -1.072 -5.230 -2.500
H: 0.165 -5.658 -0.742
C: -3.075 -4.890 0.138
H: -1.623 5.487 -1.816
N: 3.835 -2.488 0.877
H: 2.386 3.250 1.523
H: 0.366 4.698 1.853
C: 1.837 1.083 -2.505
H: -3.744 -5.233 -4.221
H: -2.770 -2.956 -4.505
C: -1.898 -5.471 0.929
H: -0.529 -3.578 -3.806
C: -0.213 2.188 1.395
H: -2.431 -6.782 -3.221
C: -0.023 -0.034 -3.450
C: -1.530 1.761 1.350
C: -1.084 3.383 -1.916
H: -4.158 3.155 0.593
H: -3.340 -0.477 -1.478
H: -2.123 1.523 2.211
H: -0.725 -7.218 -3.245
Br: 2.718 0.561 -6.529
H: -0.864 4.245 3.022
H: 2.626 2.854 3.216
C: 0.249 -5.202 -1.722
H: -2.963 -2.992 1.189
H: -5.588 -3.755 -1.354
H: -2.975 -1.713 -3.272
H: -5.017 -5.637 -0.524
H: 2.349 1.557 -1.675
H: 2.375 1.558 2.050
H: -5.308 -4.437 -4.228
N: -0.621 -0.853 1.839
H: -4.902 -5.559 -2.932
H: -2.248 -5.764 1.918
C: -5.106 -3.007 -1.976
H: -1.659 2.168 -3.609
Br: -1.251 -2.125 -0.975
H: -5.391 2.219 -0.251
H: -1.489 -6.355 0.454
C: -2.000 3.062 -3.094
H: -4.576 -3.357 0.580
C: 0.597 0.468 -2.311
C: 2.719 -1.119 -0.715
H: -1.618 -4.755 -4.560
N: -0.714 -1.868 3.757
Cr: -0.121 0.249 -0.432
C: -3.944 -3.607 -2.780
H: -4.129 0.859 1.721
H: -0.936 4.852 -0.332
H: 0.095 4.556 -3.271
C: -1.493 -6.694 -2.680
H: -1.106 -4.738 1.056
C: -3.682 -3.788 1.012
H: -1.012 -0.463 -3.381
C: 1.674 -1.552 1.244
C: -0.779 -4.633 -3.882
H: -2.597 4.474 -0.756
H: 0.074 -5.148 -4.322
C: 2.082 2.574 2.318
H: -4.777 -2.180 -1.355
H: 0.735 2.361 4.710
C: 0.246 1.889 3.861
C: -4.118 -6.000 -0.036
H: 0.782 4.592 3.562
C: 1.841 0.551 -4.830
C: 3.797 -1.882 -0.305
H: 0.749 2.947 -3.000
H: 0.996 -5.760 -2.282
H: 0.609 0.866 3.791
H: -0.824 1.877 4.057
C: 2.772 -2.331 1.630
H: 3.433 1.592 -3.835
H: -3.268 -0.468 0.916
H: 2.767 -2.835 2.582
C: -3.460 -2.543 -3.777
H: 2.726 -0.672 -1.698
Si: -2.502 -4.242 -1.614
H: 0.942 4.218 -1.783
C: -1.999 1.715 -0.002
C: -0.969 2.306 -0.826
H: -4.225 3.163 -1.170
H: -3.031 2.937 -2.792
C: 0.269 3.790 -2.520
C: -3.439 1.320 -0.304

(8)
C29H70N6O14P4S | ωB97M-V/def2-TZVPD

The calculation puts the HOMO energy at -8.34 eV. The value obtained for the maximum force is 0.16488 hartree/bohr. As for the spin multiplicity: 1. The calculation puts the HOMO-LUMO gap at 7.797 eV. Its total charge is 0.

Cartesian coordinates (Å):
H: 3.815 -3.122 -4.253
C: -3.451 3.883 -0.832
H: -1.990 -0.601 2.720
H: 8.053 -7.970 -0.776
H: -2.316 2.187 3.711
H: -1.033 -2.723 -3.567
H: -5.211 2.141 -0.342
O: -1.461 -7.115 -3.931
O: -0.266 1.770 0.651
H: 4.930 -3.331 -1.395
H: 0.895 -8.359 -2.897
H: 0.445 4.212 0.080
C: -2.120 4.696 2.140
C: -1.278 6.429 7.232
P: -2.575 8.277 5.702
H: 0.573 -4.535 -4.109
H: -2.241 -2.982 -2.311
H: -0.821 -2.416 -0.480
N: -1.768 8.810 4.250
C: 4.279 -2.686 -3.340
H: 3.381 -0.688 -3.271
H: -0.732 6.291 8.168
H: -3.450 0.854 3.478
H: -0.698 -1.084 -1.637
H: 0.370 8.184 7.975
H: -0.313 9.857 3.165
H: -4.501 4.050 -1.069
H: 3.839 -4.519 -2.122
C: -4.197 1.774 -0.164
C: 5.964 -6.085 -2.295
O: 7.283 -6.342 -1.785
O: -0.001 -8.369 -5.397
H: 1.468 -3.176 -0.939
C: 0.494 -7.368 -2.639
N: -3.317 2.902 0.274
H: -2.943 3.548 -1.740
S: -1.372 -8.639 -4.511
H: -4.292 1.005 0.596
H: 6.098 -4.559 -3.896
C: -3.597 10.815 5.681
H: -1.024 -0.356 1.287
H: 3.553 -1.525 -1.644
H: -2.359 9.403 8.424
N: -2.268 1.281 1.793
C: -2.657 8.890 3.091
H: 7.562 -6.602 0.238
H: 1.918 -3.203 -3.189
C: -0.446 4.743 0.424
H: 1.766 -5.579 -2.239
C: 3.307 -1.635 -2.711
H: -2.250 5.965 7.373
C: 1.616 -6.599 -1.856
H: -4.042 9.502 7.901
O: -2.464 -9.005 -5.338
H: -0.581 0.472 2.792
H: -3.687 11.753 6.227
H: -3.825 1.308 -1.079
H: -2.983 5.134 1.617
O: -1.913 -6.828 -7.069
H: -3.435 9.660 3.184
H: -3.280 11.107 4.682
H: -3.070 4.866 -0.562
H: -2.103 9.108 2.175
C: -0.447 -2.149 -1.487
O: -2.808 6.853 5.249
C: -2.982 1.712 2.983
H: -1.130 -4.844 -4.457
H: -0.104 5.639 0.946
H: -0.742 5.887 6.443
H: -1.695 -5.152 -2.005
H: 0.106 9.617 4.827
H: -1.561 5.534 2.566
C: -0.091 8.455 7.020
H: 5.852 -6.775 -3.155
N: -2.616 9.919 6.346
N: -1.406 7.849 6.905
H: 0.354 -4.198 -6.334
O: -1.245 -9.661 -3.524
P: 2.254 -6.896 -5.679
H: -3.810 2.382 2.750
C: -0.734 9.826 4.173
H: -2.486 -6.191 -7.530
C: -0.816 -4.591 -2.364
H: -3.176 7.942 2.935
H: 6.320 -7.745 -0.504
C: 4.662 -3.815 -2.352
H: 6.796 -4.107 -2.338
O: 1.734 -5.578 0.271
N: -1.253 3.890 1.297
O: 2.622 -5.518 -6.501
H: -0.068 -4.645 -1.557
H: -0.976 5.080 -0.477
H: 2.445 -4.773 -5.892
P: -1.663 2.357 0.573
H: 5.216 -2.208 -3.675
H: 1.227 -1.583 -3.545
C: 0.430 -6.994 -5.294
H: 1.478 -1.415 -0.825
H: -0.242 -7.344 0.249
H: -0.138 9.545 7.034
C: 5.936 -4.617 -2.806
C: 1.372 -6.504 -0.340
H: 3.386 -6.055 -3.996
C: 1.821 -2.162 -2.817
H: -0.355 -7.489 -1.950
O: 2.637 -7.998 -6.529
C: -0.076 -6.596 -3.873
H: 0.585 8.124 6.225
H: 5.179 -6.265 -1.539
H: -4.588 10.360 5.615
C: -3.048 9.937 7.777
C: -1.155 -3.057 -2.521
C: 7.268 -7.201 -0.644
C: 1.102 -2.258 -1.438
C: -0.319 -5.075 -3.741
H: -1.080 10.846 4.398
P: -0.380 -6.243 -6.881
O: 3.208 -6.941 -4.364
H: 2.561 -7.145 -2.026
H: -2.501 4.149 2.994
C: -1.421 0.149 2.165
H: -3.064 10.965 8.148
O: -0.359 -4.564 -6.874
O: 0.707 -7.538 0.298

(9)
C4H10NOS | ωB97M-V/def2-TZVPD

The calculation puts the HOMO energy at -12.90 eV. The value obtained for the maximum force is 0.08954 hartree/bohr. The calculation puts the relative energy (zero: lowest compared OMol25 entry of this formula, charge and spin) at 50.3 kcal/mol. As for the spin multiplicity: 1. The calculation puts the HOMO-LUMO gap at 8.585 eV. Its total charge is +1.

Cartesian coordinates (Å):
H: 2.649 0.922 0.475
C: -0.080 0.584 -0.965
H: -0.037 0.541 1.257
C: 0.656 0.423 0.417
C: 1.449 -0.846 0.593
H: -1.477 -0.158 -2.277
H: -0.462 1.620 -1.021
N: 1.656 1.484 0.535
C: -1.201 -0.452 -1.255
H: 0.623 0.354 -1.808
O: 2.713 -0.746 0.716
S: -2.492 -0.330 0.052
H: -3.342 -1.330 -0.220
H: 1.037 -1.856 0.545
H: 1.751 1.823 1.613
H: 1.643 2.122 -0.265
H: -0.757 -1.424 -1.351